No. 1
The following is a DFT calculation (ωB97M-V/def2-TZVPD) of a 3-piece molecular cluster, H6O3 overall.

Geometry (Å):
O (-1.6820, -0.6880, 2.1661)
H (-1.1127, -1.2205, 2.7216)
H (-1.3879, -0.8727, 1.2741)
O (1.2900, 1.5652, -2.0807)
H (0.4168, 1.9228, -2.2415)
H (1.6550, 2.1231, -1.3938)
O (0.0927, -0.9020, 0.1951)
H (0.4243, -0.2117, -0.3790)
H (0.3040, -1.7162, -0.2617)

Summary:
**Net charge**: +1
**Maximum force**: 0.0693 hartree/bohr
**Energy**: -6228.42864 eV
**Multiplicity**: 2
**ΔE to the lowest compared entry with this formula, charge and spin**: 12.9 kcal per mole



No. 2
The following is a DFT calculation (ωB97M-V/def2-TZVPD) of one molecule with the formula C23H19Cl2F2N3S.

Geometry (Å):
F (-3.5959, 6.2063, 1.8171)
C (-2.2506, 5.9921, 1.5852)
F (-1.7291, 7.1328, 2.0347)
C (-2.2061, 5.8559, 0.0901)
C (-1.9794, 4.3535, -0.2893)
C (-0.7234, 3.7549, 0.4499)
N (-0.6779, 2.3009, 0.2443)
C (-1.1184, 1.2966, 1.1147)
S (-2.3772, 1.5413, 2.1641)
C (-0.6216, -0.0970, 0.8387)
C (-1.0472, -1.0898, 1.6697)
N (-0.9272, -2.4202, 1.3081)
C (-0.0504, -2.6786, 0.2972)
C (0.3603, -4.0062, 0.3643)
C (-0.4119, -5.1467, 0.7990)
C (0.0846, -6.4568, 1.1372)
C (1.5157, -6.7008, 0.9459)
Cl (2.3249, -8.2580, 1.1879)
C (2.2938, -5.4820, 0.6518)
C (1.7265, -4.1823, 0.3810)
C (0.3428, -1.6846, -0.6795)
C (1.2215, -1.8763, -1.8078)
C (1.0103, -2.8999, -2.8247)
C (1.9594, -3.1064, -3.8424)
C (3.0098, -2.1212, -4.0152)
Cl (4.1722, -2.1363, -5.2718)
C (3.0873, -0.9961, -3.1749)
C (2.2160, -0.9632, -2.0363)
N (-0.0025, -0.4065, -0.3006)
C (-0.5448, 4.3521, 1.8409)
C (-1.8841, 4.8508, 2.4285)
H (-1.3476, 6.4199, -0.2222)
H (-3.0532, 6.2361, -0.4186)
H (-1.8073, 4.3578, -1.4472)
H (-2.9501, 3.7907, -0.1607)
H (0.0506, 4.2620, -0.1000)
H (-0.3501, 2.0468, -0.6430)
H (-1.5434, -0.8716, 2.5633)
H (-1.4964, -5.0655, 0.8027)
H (-0.5373, -7.3704, 1.4805)
H (3.4085, -5.4903, 0.6665)
H (2.4398, -3.3210, 0.3568)
H (0.1666, -3.5133, -2.7246)
H (1.8894, -3.9682, -4.5332)
H (3.8270, -0.1858, -3.4087)
H (2.3207, -0.1146, -1.3163)
H (0.1230, 5.1398, 1.7715)
H (0.0675, 3.6533, 2.4476)
H (-2.5614, 4.0488, 2.2597)
H (-1.8238, 5.0176, 3.5181)

Summary:
**Maximum force**: 0.0954 hartree/bohr
**Energy**: -69942.48499 eV
**Structure (SMILES)**: FC1(F)CCC(NC(=S)c2cnc(-c3ccc(Cl)cc3)c(-c3ccc(Cl)cc3)n2)CC1



No. 3
The following is a DFT calculation (ωB97M-V/def2-TZVPD) of one molecule with the formula C24H34O7.

Geometry (Å):
C (-2.2085, -1.1345, 2.7093)
C (-2.5033, -2.4064, 1.9293)
O (-1.9398, -2.3600, 0.6162)
C (-2.6338, -1.7072, -0.3152)
O (-3.7087, -1.2032, -0.1314)
C (-1.9255, -1.7008, -1.6631)
C (-2.1448, -3.0442, -2.3620)
C (-1.7897, -4.2750, -1.5779)
O (-2.6306, -3.0911, -3.4628)
C (-0.4348, -1.3334, -1.4985)
C (-0.2559, -0.2750, -0.4338)
C (0.6916, -0.4410, 0.5633)
C (0.8895, 0.5213, 1.5395)
C (0.1245, 1.6825, 1.5350)
O (0.2204, 2.6893, 2.4393)
C (1.1709, 2.5891, 3.4806)
C (1.0970, 3.8455, 4.3460)
C (1.8337, 5.0563, 3.7614)
C (1.1407, 5.5890, 2.5109)
C (1.9319, 6.1579, 4.8155)
C (-0.8292, 1.8562, 0.5294)
C (-1.0114, 0.8944, -0.4396)
C (0.1474, -0.7950, -2.8127)
C (1.6411, -0.4755, -2.6647)
C (2.0885, 0.6769, -3.5113)
O (2.3684, -1.1292, -1.9664)
C (0.1343, -1.7796, -3.9779)
O (0.0959, -1.4201, -5.1251)
O (0.2582, -3.0322, -3.5702)
C (0.2842, -4.0524, -4.5752)
C (1.1491, -5.1983, -4.0837)
H (-1.1361, -0.9650, 2.7601)
H (-2.6082, -1.2247, 3.7152)
H (-2.6715, -0.2820, 2.2189)
H (-2.0414, -3.2754, 2.4025)
H (-3.5849, -2.5560, 1.8449)
H (-2.4285, -0.9466, -2.2780)
H (-1.6929, -5.1235, -2.2505)
H (-2.6045, -4.4801, -0.8839)
H (-0.8813, -4.1381, -1.0010)
H (0.1379, -2.2165, -1.2075)
H (1.2960, -1.3351, 0.5786)
H (1.6398, 0.3516, 2.2957)
H (2.1814, 2.4760, 3.0637)
H (0.9463, 1.7056, 4.0956)
H (0.0454, 4.0954, 4.4948)
H (1.5316, 3.6052, 5.3184)
H (2.8501, 4.7435, 3.4936)
H (1.6950, 6.4307, 2.1010)
H (0.1347, 5.9239, 2.7536)
H (1.0674, 4.8185, 1.7498)
H (0.9382, 6.4772, 5.1221)
H (2.4669, 5.8071, 5.6954)
H (2.4600, 7.0201, 4.4154)
H (-1.4175, 2.7601, 0.5328)
H (-1.7586, 1.0581, -1.2013)
H (-0.3832, 0.1023, -3.1381)
H (3.1725, 0.7530, -3.5123)
H (1.6631, 1.5968, -3.1135)
H (1.7167, 0.5427, -4.5259)
H (-0.7497, -4.3699, -4.7486)
H (0.6773, -3.6218, -5.5016)
H (1.1733, -5.9819, -4.8352)
H (0.7505, -5.6052, -3.1586)
H (2.1625, -4.8505, -3.9001)

Summary:
**Maximum force**: 0.0139 hartree/bohr
**Energy**: -39773.18533 eV
**Structure (SMILES)**: CCOC(=O)[C@H](C(C)=O)C(c1ccc(OCCC(C)C)cc1)[C@@H](C(C)=O)C(=O)OCC
**ΔE to the lowest compared entry with this formula, charge and spin**: 0.9 kcal per mole



No. 4
The following is a DFT calculation (ωB97M-V/def2-TZVPD) of C12H7CdCl3N4O4S3Sb as an isolated structure.

Geometry (Å):
Cd (0.1111, 0.2564, -0.7544)
O (2.3524, -3.0915, -2.7056)
C (1.7735, -2.2602, -1.9926)
O (0.6062, -1.8045, -2.0909)
C (2.5580, -1.7750, -0.7583)
C (3.8339, -2.2272, -0.4429)
C (4.3848, -1.8491, 0.7720)
C (3.6433, -1.0849, 1.6621)
C (2.3728, -0.6774, 1.2783)
N (1.8971, -0.9897, 0.0807)
C (1.3854, 0.0390, 2.2267)
O (1.8362, 0.3736, 3.3318)
O (0.2108, 0.1252, 1.7847)
H (4.3431, -2.8708, -1.1454)
H (5.3843, -2.1760, 1.0390)
H (3.9980, -0.8040, 2.6435)
S (-1.7724, 3.5562, -5.1644)
Sb (-1.6427, 2.0255, -3.4722)
S (-2.3889, 3.5489, -1.4227)
S (0.6236, 1.9104, -2.6953)
Cl (-3.3582, 3.4431, 1.7000)
C (-1.6901, 3.9095, 1.2511)
Cl (-1.6454, 5.6790, 1.0373)
Cl (-0.6239, 3.4589, 2.5656)
C (-1.2967, 3.2161, -0.0946)
N (-0.2607, 2.5208, -0.0190)
N (-3.1075, -2.3268, 0.3186)
C (-3.8067, -1.1859, 0.6563)
C (-3.0975, -0.1510, 0.1341)
N (-1.9945, -0.6473, -0.5155)
C (-2.0164, -1.9475, -0.3805)
H (-3.3339, -3.2691, 0.5728)
H (-4.7182, -1.2201, 1.2247)
H (-3.2920, 0.9089, 0.1602)
H (-1.2690, -2.6134, -0.7852)

Summary:
**Net charge**: -2
**Maximum force**: 0.0108 hartree/bohr
**Energy**: -107887.22583 eV
**Multiplicity**: 2
**ΔE to the lowest compared entry with this formula, charge and spin**: 28.8 kcal per mole